(1)
ORCA calculation (ωB97M-V/def2-TZVPD) on 2 unconnected molecules or ions with the total composition C9H8ClN in a non-equilibrium geometry.

The calculation puts the electronic energy at -23470.342 eV. The value obtained for the HOMO energy (spin up / spin down) is -8.64 / -8.81 eV. The energy above the lowest of the compared OMol25 structures with the same formula, charge and spin comes out at 350.4 kJ/mol. The HOMO-LUMO gap (spin up / spin down) is 8.50 / 7.88 eV.

Last column: Mulliken charge in e.
Geometry (Å):
Cl -2.79 0.04 1.75  -0.1413
N -1.22 3.23 0.94  -0.4293
C 1.85 -0.41 -1.52  -0.3346
C -0.85 -0.67 -1.43  -0.6969
C -1.28 2.18 1.40  0.3415
C -0.17 0.09 -0.57  0.3433
C -0.23 0.37 2.83  -1.2786
C -1.30 0.88 1.87  0.3841
C -0.09 -1.29 -2.44  -0.1326
C 1.22 0.16 -0.44  -0.2996
C 1.23 -1.11 -2.56  -0.5045
H -0.69 -1.87 -3.15  0.2927
H 2.92 -0.62 -1.41  0.2598
H -0.15 -0.65 2.52  0.3104
H 1.72 -1.48 -3.51  0.3117
H 0.63 0.89 2.99  0.3889
H -0.69 0.50 3.80  0.4135
H 1.77 0.50 0.41  0.3730
H -1.90 -0.76 -1.50  0.3984

---

(2)
ORCA calculation (ωB97M-V/def2-TZVPD) on C3H7N3 in the gas phase in a non-equilibrium geometry.

The calculation puts the electronic energy at -7690.950 eV. The value obtained for the HOMO energy is -8.06 eV. The energy above the lowest of the compared OMol25 structures with the same formula, charge and spin comes out at 359.8 kJ/mol. The HOMO-LUMO gap is 9.27 eV.

Last column: Mulliken charge in e.
Geometry (Å):
N 1.15 0.33 0.03  -0.1274
N 2.45 0.06 0.17  -0.6544
N -0.99 -0.42 -0.64  -0.3600
C 0.38 -0.64 -0.25  0.0884
C -1.94 -0.36 0.53  -0.3859
C -1.40 0.92 -0.14  -0.3636
H 3.11 0.53 -0.49  0.2073
H -2.98 -0.61 0.62  0.3157
H -0.60 1.38 0.42  0.2381
H 0.73 -1.72 -0.44  0.3658
H 2.72 -0.15 1.13  0.1865
H -2.02 1.68 -0.55  0.2916
H -1.48 -0.42 1.56  0.1980

---

(3)
ORCA calculation (ωB97M-V/def2-TZVPD) on C3H4N4O2 in the gas phase in a non-equilibrium geometry.

The calculation puts the electronic energy at -13225.059 eV. The value obtained for the HOMO energy is -9.95 eV. The energy above the lowest of the compared OMol25 structures with the same formula, charge and spin comes out at 565.1 kJ/mol. The HOMO-LUMO gap is 9.26 eV.

Last column: Mulliken charge in e.
Geometry (Å):
O 2.71 -1.45 0.24  -0.5490
O 3.15 0.67 -0.17  -0.5351
N 1.02 -0.05 -0.18  -0.3395
N 2.42 -0.30 -0.08  0.8149
N -2.03 -0.31 -0.07  -0.2284
N -0.68 1.47 0.18  -0.4255
C -1.43 -1.38 -0.16  -0.1399
C 0.56 0.97 0.44  0.1677
C -1.75 0.92 -0.36  0.0530
H 1.23 1.63 1.16  0.3272
H -1.90 -2.26 0.49  0.2482
H -2.58 1.66 -0.62  0.3088
H -0.70 -1.59 -0.88  0.2977

---

(4)
ORCA calculation (ωB97M-V/def2-TZVPD) on 2 unconnected molecules or ions with the total composition C2H5P in a non-equilibrium geometry.

The calculation puts the electronic energy at -11441.746 eV. The value obtained for the HOMO energy is -10.23 eV. The energy above the lowest of the compared OMol25 structures with the same formula, charge and spin comes out at 73.9 kJ/mol. The HOMO-LUMO gap is 10.76 eV.

Last column: Mulliken charge in e.
Geometry (Å):
P -0.52 -2.16 -2.17  -0.3421
C -1.64 -1.89 -1.14  -0.0529
C 0.91 1.15 0.76  -0.8648
H 1.79 1.14 1.38  0.2460
H 0.03 1.05 1.37  0.2177
H 0.89 2.09 0.22  0.2367
H 0.97 0.33 0.05  0.1553
H -2.44 -1.72 -0.47  0.4042

---

(5)
ORCA calculation (ωB97M-V/def2-TZVPD) on a molecular structure, CH8IP5 in a non-equilibrium geometry.

The calculation puts the electronic energy at -55706.107 eV. The value obtained for the HOMO energy (spin up / spin down) is -7.85 / -7.50 eV. The energy above the lowest of the compared OMol25 structures with the same formula, charge and spin comes out at 226.9 kJ/mol. The HOMO-LUMO gap (spin up / spin down) is 6.48 / 6.15 eV.

Last column: Mulliken charge in e.
Geometry (Å):
I 2.25 -1.51 -2.13  0.0445
P 0.22 0.57 -0.79  -0.1381
P 2.91 0.35 0.56  -0.1432
P -2.52 -1.81 0.08  -0.1476
P -1.89 0.57 2.19  -0.1040
P -2.30 0.31 0.08  -0.0271
C 2.00 0.30 -1.06  -0.2433
H -2.61 -1.86 -1.44  0.0961
H -1.45 1.85 1.88  0.0703
H -3.84 -1.58 0.49  0.0898
H -0.51 0.24 1.97  0.0878
H 3.74 -0.78 0.72  0.0376
H 0.04 1.83 -0.28  0.1626
H 4.07 0.99 0.04  0.0586
H -0.10 0.53 -2.30  0.1560

---

(6)
ORCA calculation (ωB97M-V/def2-TZVPD) on 2 unconnected molecules or ions with the total composition C6H15NO in a non-equilibrium geometry.

The calculation puts the electronic energy at -10001.948 eV. The value obtained for the HOMO energy is -7.95 eV. The energy above the lowest of the compared OMol25 structures with the same formula, charge and spin comes out at 174.6 kJ/mol. The HOMO-LUMO gap is 8.78 eV.

Last column: Mulliken charge in e.
Geometry (Å):
O -1.51 -1.70 3.36  -0.6170
N 3.33 1.60 0.95  -0.5733
C 0.43 -0.61 -0.19  -0.6878
C 2.49 0.49 0.69  -0.1021
C -1.68 -0.57 -1.62  -0.6441
C -1.11 -0.35 -0.20  -0.4565
C 1.25 0.62 0.24  -0.4311
C -1.22 0.51 -2.57  -1.1006
H 2.81 2.43 1.19  0.2379
H -2.41 -1.34 3.41  0.3102
H 0.76 -0.85 -1.19  0.3452
H -1.30 0.24 -3.63  0.3297
H -1.59 -1.09 0.44  0.1835
H -1.29 0.69 0.09  0.3300
H -1.84 1.42 -2.52  0.3085
H 2.99 -0.45 0.84  0.3548
H 4.01 1.44 1.69  0.2364
H -2.77 -0.67 -1.56  0.3915
H 0.76 1.58 0.12  0.2004
H -0.22 0.89 -2.38  0.2775
H -1.10 -1.42 4.19  0.3086
H 0.57 -1.30 0.59  0.4738
H -1.35 -1.55 -1.96  0.3245

---

(7)
ORCA calculation (ωB97M-V/def2-TZVPD) on a molecular structure, Cl2KO12S in a non-equilibrium geometry.

The total charge is -3. The calculation puts the electronic energy at -76760.321 eV. The value obtained for the HOMO energy is 2.34 eV. The HOMO-LUMO gap is 4.40 eV.

Last column: Mulliken charge in e.
Geometry (Å):
K -9.02 8.99 12.80  0.9512
Cl -11.50 7.96 15.88  1.6244
Cl -9.30 12.61 12.56  1.5320
S -7.14 6.34 11.24  1.0984
O -7.00 6.24 9.78  -0.7270
O -8.41 5.75 11.76  -0.7610
O -11.14 7.71 14.49  -0.6146
O -12.93 7.86 16.14  -0.6777
O -10.05 13.87 12.35  -0.6874
O -6.23 5.33 11.85  -0.8369
O -11.08 9.27 16.38  -0.6592
O -8.94 12.25 13.99  -0.6065
O -10.04 11.59 11.80  -0.6130
O -6.88 7.65 11.87  -0.7669
O -10.80 6.90 16.59  -0.6549
O -7.96 12.86 12.10  -0.6010

---

(8)
ORCA calculation (ωB97M-V/def2-TZVPD) on a molecular structure, C48H34Cl3N6O4RbSe.

The total charge is -2. The calculation puts the electronic energy at -171026.646 eV. The value obtained for the HOMO energy is -2.53 eV. The energy above the lowest of the compared OMol25 structures with the same formula, charge and spin comes out at 67.3 kJ/mol. The HOMO-LUMO gap is 4.74 eV.

Last column: Mulliken charge in e.
Geometry (Å):
Rb 1.29 -0.17 0.15  0.4813
Se 5.15 1.90 5.46  -0.3927
Cl 4.51 -0.24 0.13  -0.0467
Cl 5.64 1.85 -1.50  -0.1734
Cl 6.74 1.34 1.11  -0.1157
O 1.57 -6.54 -5.73  -0.6421
O 0.04 0.82 -1.84  -0.4646
O 2.29 -4.73 -6.62  -0.6299
O 0.00 -0.99 2.22  -0.3648
N 4.11 1.26 2.74  -0.4214
N 2.94 -1.76 -2.40  -0.0284
N 1.92 -5.37 -5.66  1.0150
N 3.74 3.38 0.61  -0.5292
N 1.60 -3.11 -0.52  -0.3353
N 0.12 2.20 1.18  1.2533
C -2.89 2.95 -1.14  0.1713
C -4.26 0.80 2.87  -0.8495
C -0.64 4.43 0.87  -0.6177
C -0.31 -1.01 4.59  -0.4899
C -4.75 1.48 -0.68  -0.4356
C -4.21 2.76 -0.74  -1.2816
C 2.49 -3.43 -4.09  0.9162
C 1.68 -3.66 -1.75  -0.3046
C 0.85 -3.70 0.38  -0.0465
C -4.07 -1.56 2.57  -0.7632
C 4.51 1.51 3.80  -0.0352
C 3.56 -1.03 -3.29  0.0233
C 0.12 1.13 3.44  -1.9026
C 0.71 -1.94 4.68  -0.0465
C -1.08 -0.76 5.73  -0.1211
C 3.17 -2.62 -5.03  -0.5901
C 4.32 2.39 0.71  0.0261
C -0.14 3.23 0.36  0.0016
C 0.20 -2.35 7.00  -0.3884
C -0.43 3.19 -6.15  -0.4068
C 0.22 1.77 -4.32  -0.4704
C 0.17 -4.92 0.15  -1.0330
C 5.24 1.37 0.18  0.7421
C 1.87 -4.72 -4.34  -0.4649
C -0.13 2.30 2.49  -0.0511
C -0.61 1.99 -1.95  2.1691
C -0.55 -0.29 3.23  2.5142
C -0.60 2.47 -3.44  -0.3622
C 0.97 -2.60 5.88  -0.9498
C 0.29 -5.51 -1.08  -0.6675
C 2.41 -2.93 -2.77  0.0386
C -2.70 -1.47 2.77  -0.2919
C -2.64 0.59 -1.44  -0.1704
C 0.31 2.13 -5.66  -0.7659
C -0.61 3.49 3.05  -0.3465
C 0.11 3.14 -1.13  -1.8582
C -2.09 1.87 -1.51  -0.1558
C -2.89 0.88 3.09  0.4611
C 1.06 -4.87 -2.07  1.3452
C 1.19 -5.39 -3.39  -0.6208
C -4.86 -0.42 2.62  -0.4644
C -0.86 4.57 2.22  -1.0253
C -3.95 0.40 -1.03  -0.7858
C -1.34 3.54 -3.95  0.0567
C 3.69 -1.42 -4.63  -0.8086
C -2.09 -0.25 3.04  -0.6151
C -0.83 -1.42 6.93  -0.9768
C -1.26 3.90 -5.29  -1.0343
H -0.14 4.11 -1.55  0.4372
H 0.74 -6.34 -3.64  0.5099
H 4.20 -0.78 -5.33  0.4481
H -5.93 -0.48 2.44  0.3725
H -0.43 -5.35 0.94  0.4235
H -5.76 1.33 -0.34  0.3749
H 1.18 2.98 -1.29  0.4601
H -4.86 1.71 2.89  0.3882
H -1.85 4.73 -5.65  0.3874
H -4.35 -0.61 -0.96  0.3375
H -2.45 1.85 3.28  0.2689
H -1.23 5.50 2.64  0.3820
H -4.52 -2.53 2.36  0.3518
H 0.76 0.93 -3.90  0.4429
H 3.96 -0.08 -2.94  0.1136
H -0.20 -6.45 -1.31  0.4308
H -0.84 5.26 0.19  0.4254
H 0.95 1.56 -6.33  0.4119
H 0.74 -3.18 1.33  0.3837
H -1.44 -1.22 7.80  0.3886
H -2.07 -2.35 2.71  0.4011
H 3.27 -2.94 -6.05  0.4939
H 0.41 -2.87 7.93  0.3562
H -4.81 3.61 -0.44  0.3421
H -1.98 -0.23 -1.67  0.4658
H 1.29 -2.12 3.78  0.3636
H -2.49 3.95 -1.15  0.3903
H 1.20 0.92 3.45  0.4280
H -1.89 -0.04 5.68  0.3667
H -0.13 1.50 4.44  0.2849
H -2.00 4.09 -3.29  0.2629
H -0.37 3.47 -7.20  0.3636
H 1.79 -3.32 5.93  0.3714
H -0.78 3.55 4.11  0.4974

---

(9)
ORCA calculation (ωB97M-V/def2-TZVPD) on 3 unconnected molecules or ions with the total composition C13H19N4O6PS in a non-equilibrium geometry.

The calculation puts the electronic energy at -52153.096 eV. The value obtained for the HOMO energy is -7.95 eV. The HOMO-LUMO gap is 7.08 eV.

Last column: Mulliken charge in e.
Geometry (Å):
S 7.06 -1.93 0.80  0.7730
P -1.31 -1.75 0.01  0.5563
O -3.16 -1.36 -2.47  -0.5371
O 7.12 -2.52 2.20  -0.5828
O 6.17 -2.70 -0.13  -0.5272
O -0.90 -3.30 0.69  -0.5386
O -2.79 -1.33 0.79  -0.4606
O -2.71 2.61 1.21  -0.6164
N 4.14 -0.64 0.66  -0.3262
N -4.08 2.68 -0.57  -0.3267
N -3.52 -1.93 -4.61  -0.4045
N 3.54 2.09 2.19  -0.5575
C 6.71 -0.11 0.88  -0.6170
C 5.15 0.24 1.14  0.5036
C 2.55 1.18 1.67  0.4320
C 1.60 -1.02 0.44  -0.3927
C -3.58 3.20 0.58  0.6178
C -4.96 -2.89 -2.91  -0.8436
C 1.03 1.60 1.86  -0.5393
C 4.83 1.57 1.89  -0.3263
C 2.82 -0.16 0.94  0.2143
C -0.17 0.76 1.37  -0.4562
C -3.81 -2.00 -3.28  0.5941
C -4.16 4.52 1.02  -0.9441
C 0.10 -0.61 0.64  0.0083
H -3.35 5.26 1.07  0.2538
H -1.26 1.13 1.57  0.4121
H -0.21 -3.16 1.38  0.3303
H 8.37 -2.06 0.29  0.1680
H 1.80 -2.02 -0.10  0.3467
H -3.71 1.80 -0.88  0.1888
H -3.42 -2.08 0.64  0.3045
H -5.73 -2.29 -2.41  0.2391
H 7.14 0.50 0.00  0.3783
H 5.73 2.21 2.21  0.2582
H 0.80 2.59 2.39  0.3282
H -4.80 3.13 -1.12  0.1800
H -5.41 -3.37 -3.78  0.3409
H -4.02 -2.43 -5.32  0.1693
H 7.26 0.30 1.82  0.3512
H -4.61 4.40 2.01  0.2495
H -4.60 -3.66 -2.23  0.2286
H -4.92 4.88 0.33  0.3305
H -2.75 -1.34 -4.89  0.2389

---

(10)
ORCA calculation (ωB97M-V/def2-TZVPD) on a gas-phase ion, C6H8N (charge +1) in a non-equilibrium geometry.

The total charge is +1. The calculation puts the electronic energy at -7828.225 eV. The value obtained for the HOMO energy (spin up / spin down) is -13.08 / -13.04 eV. The energy above the lowest of the compared OMol25 structures with the same formula, charge and spin comes out at 720.1 kJ/mol. The HOMO-LUMO gap (spin up / spin down) is 7.92 / 7.08 eV.

Last column: Mulliken charge in e.
Geometry (Å):
N -1.51 -0.44 0.20  0.0436
C 2.29 0.47 -0.05  -0.7533
C -0.96 -1.48 -0.42  -0.0029
C -1.20 0.72 0.78  -0.2819
C 1.06 -0.16 -0.35  -0.1528
C 0.45 -1.33 -0.52  -0.1073
C -2.57 0.46 0.24  -0.3060
H -2.74 1.01 -0.72  0.2589
H -1.61 -2.31 -0.79  0.4196
H 1.05 -2.18 -0.74  0.3893
H -3.38 0.16 0.96  0.2762
H 2.38 1.45 -0.65  0.2790
H 2.41 0.52 1.04  0.2931
H 3.08 -0.36 -0.40  0.3133
H -0.80 1.05 1.70  0.3311